Entry 1:
# C3H6O2

The molecule C3H6O2 in a non-equilibrium geometry (ωB97M-V/def2-TZVPD, OMol25).

```
11
Properties=species:S:1:pos:R:3:lowdin_charge:R:1
C 1.335 0.476 -0.699 -0.0221
C -0.120 0.594 -0.068 -0.2568
O 0.347 0.902 1.019 -0.0014
C -1.320 -0.417 0.044 -0.1907
O -1.103 -1.163 1.218 -0.0627
H 1.616 1.429 -1.130 0.0720
H 1.170 -0.341 -1.364 0.0536
H 2.139 0.168 0.028 0.1020
H -1.356 -1.089 -0.818 0.1137
H -2.286 0.103 0.091 0.1174
H -0.419 -0.670 1.704 0.0752
```

Values from the calculation:
- Structure (SMILES): CC(=O)CO
- Calculated total energy: -268.2785 a.u.
- ΔE to the lowest compared entry with this formula, charge and spin: 79.5 kcal/mol
- LUMO: 0.0 eV



Entry 2:
# C3H6O2

The molecule C3H6O2 in a non-equilibrium geometry (ωB97M-V/def2-TZVPD, OMol25).

```
11
Properties=species:S:1:pos:R:3:lowdin_charge:R:1
C -1.062 -0.533 0.330 -0.0674
C -0.100 0.374 -0.452 -0.3853
O 0.028 1.581 0.202 -0.0984
C 1.387 -0.368 -0.417 -0.2047
O 2.312 0.002 0.181 0.1040
H -0.699 -0.810 1.278 0.0582
H -1.485 -1.412 -0.275 0.1057
H -1.981 -0.028 0.608 0.0700
H -0.487 0.756 -1.454 0.1629
H 0.660 1.646 1.032 0.1629
H 1.427 -1.207 -1.033 0.0921
```

Values from the calculation:
- Structure (SMILES): C[C@@H](O)C=O
- Calculated total energy: -268.3320 a.u.
- ΔE to the lowest compared entry with this formula, charge and spin: 46.0 kcal/mol
- LUMO: 1.0 eV



Entry 3:
# C3H6O2

The molecule C3H6O2 in a non-equilibrium geometry (ωB97M-V/def2-TZVPD, OMol25).

```
11
Properties=species:S:1:pos:R:3:lowdin_charge:R:1
C 1.235 -0.396 0.009 -0.0373
C -0.011 0.457 0.259 -0.4342
O -0.181 1.452 -0.706 -0.0365
C -1.264 -0.376 0.219 -0.1894
O -2.078 -0.256 -0.671 0.0632
H 2.119 0.249 0.013 0.0850
H 1.363 -1.165 0.779 0.0819
H 1.172 -0.883 -0.969 0.0887
H 0.059 0.880 1.276 0.1516
H -0.972 1.133 -1.225 0.0978
H -1.440 -1.097 1.015 0.1292
```

Values from the calculation:
- Structure (SMILES): C[C@@H](O)C=O
- Calculated total energy: -268.3684 a.u.
- ΔE to the lowest compared entry with this formula, charge and spin: 23.1 kcal/mol
- LUMO: 0.7 eV



Entry 4:
# C3H6O2

A cluster of 2 separate species, C3H6O2 in total in a non-equilibrium geometry (ωB97M-V/def2-TZVPD, OMol25).

```
11
Properties=species:S:1:pos:R:3:lowdin_charge:R:1
C -0.202 1.108 0.544 0.0030
C 0.804 0.975 -0.363 -0.1866
C 1.831 -0.084 -0.236 -0.1237
O 1.613 -1.335 -0.069 0.0214
O -1.507 -1.483 -0.278 -0.0355
H -0.635 2.079 0.464 0.0541
H -0.343 0.375 1.264 0.0357
H 1.161 1.838 -0.844 0.0656
H -1.619 -0.944 0.524 0.0340
H 0.659 -1.683 -0.107 0.1184
H -1.761 -0.845 -0.898 0.0135
```

Values from the calculation:
- Calculated total energy: -268.2410 a.u.
- ΔE to the lowest compared entry with this formula, charge and spin: 103.0 kcal/mol
- LUMO: 0.1 eV



Q: Which value of calculated total energy does entry 1 give?
A: -268.2785 a.u.



Q: Among the records above, which one has the lowest LUMO?
A: number 1



Q: What is the ΔE to the lowest compared entry with this formula, charge and spin in the third record?
A: 23.1 kcal/mol



Repeat the first record exactly.
# C3H6O2

The molecule C3H6O2 in a non-equilibrium geometry (ωB97M-V/def2-TZVPD, OMol25).

```
11
Properties=species:S:1:pos:R:3:lowdin_charge:R:1
C 1.335 0.476 -0.699 -0.0221
C -0.120 0.594 -0.068 -0.2568
O 0.347 0.902 1.019 -0.0014
C -1.320 -0.417 0.044 -0.1907
O -1.103 -1.163 1.218 -0.0627
H 1.616 1.429 -1.130 0.0720
H 1.170 -0.341 -1.364 0.0536
H 2.139 0.168 0.028 0.1020
H -1.356 -1.089 -0.818 0.1137
H -2.286 0.103 0.091 0.1174
H -0.419 -0.670 1.704 0.0752
```

Values from the calculation:
- Structure (SMILES): CC(=O)CO
- Calculated total energy: -268.2785 a.u.
- ΔE to the lowest compared entry with this formula, charge and spin: 79.5 kcal/mol
- LUMO: 0.0 eV